Entry 1:
Computed, not measured: an isolated ion of composition C7H10N3O3 and charge +1 in a non-equilibrium geometry, with ωB97M-V/def2-TZVPD.

Last column: Löwdin charge in e.
Element x y z (Å)
C: 2.56813 -0.61919 -0.08817  -0.057
C: 2.34775 0.27097 -1.04004  0.038
C: 0.51351 -0.85718 0.92589  0.049
C: -0.42652 -0.77378 2.03078  -0.488
C: -1.49536 0.47496 -0.72539  -0.429
C: -0.17747 0.00139 -1.10800  -0.307
C: -1.55297 1.74144 0.05851  0.017
N: 1.72541 -1.01903 0.95024  0.170
N: -1.20677 -1.87742 2.26913  0.211
N: 0.97770 0.88716 -1.39846  0.175
O: -0.42812 0.33376 2.59904  0.081
O: -2.46269 -0.10531 -1.17399  0.121
O: -0.13317 -1.09408 -1.84689  0.061
H: 3.42745 -1.13042 -0.21688  0.099
H: 3.03887 0.38518 -1.78224  0.101
H: -2.42198 2.46108 -0.35153  0.165
H: -0.57500 2.18998 -0.07823  0.057
H: -1.81658 1.68367 1.11541  0.089
H: -1.03259 -2.82261 1.94256  0.132
H: -1.72364 -1.74510 3.12483  0.126
H: 1.04385 1.75198 -0.73994  0.221
H: 0.96729 1.15956 -2.30744  0.141
H: -1.15712 -1.29700 -2.15918  0.227

The SMILES is C/C([O-])=C(/O)[NH2+]/C=C\[N+]#CC(N)=O. As for the total charge: +1. The calculation puts the highest occupied orbital energy (spin up / spin down) at -0.4655 / -0.4655 Ha. For the lowest unoccupied orbital energy (spin up / spin down), the calculation gives -4.776 / -4.776 eV. The value obtained for the total energy is -18022.444 eV. As for the orbital gap (spin up / spin down): 7.89 / 7.89 eV.

***

Entry 2:
Computed, not measured: a 2-piece molecular cluster, C5H11O2 overall in a non-equilibrium geometry, with ωB97M-V/def2-TZVPD.

Last column: Löwdin charge in e.
Element x y z (Å)
C: -0.93755 2.27786 -0.29177  -0.233
C: -0.23650 1.93033 0.94658  -0.154
C: -0.73111 1.30926 -1.49603  -0.741
O: -1.40019 0.23897 -1.49577  -0.124
O: -0.06097 1.71117 -2.48163  -0.099
H: -2.02954 2.15187 -0.07391  0.105
H: -0.74061 3.26579 -0.75656  0.103
H: -0.10399 2.59272 1.71940  0.014
H: 0.79079 1.58923 0.58487  0.098
H: -0.68172 1.06567 1.53012  0.090
C: 1.44913 -2.29748 0.64327  -0.183
C: 0.06427 -2.32241 -0.24304  -0.145
H: 1.30918 -1.46746 1.37641  0.036
H: 1.77649 -3.21139 1.13964  0.032
H: 2.27013 -1.74152 0.08253  0.056
H: 0.18580 -3.03603 -1.06289  0.031
H: -0.55980 -2.81103 0.49971  0.024
H: -0.36379 -1.24556 -0.62092  0.090

As for the total charge: -1. The calculation puts the highest occupied orbital energy at -0.1444 Ha. For the lowest unoccupied orbital energy, the calculation gives 3.887 eV. The value obtained for the total energy is -9458.600 eV. As for the orbital gap: 7.82 eV.

***

Entry 3:
Computed, not measured: a 2-piece molecular cluster, C5H12N2O2S overall in a non-equilibrium geometry, with ωB97M-V/def2-TZVPD.

Last column: Löwdin charge in e.
Element x y z (Å)
C: 2.01607 -1.94366 0.64339  -0.150
C: 2.36766 -0.80621 -0.23301  -0.373
C: 1.58762 -0.53086 -1.49424  -0.060
C: -3.36874 0.93924 -0.02016  -0.106
C: -1.10109 1.38307 0.61272  0.036
N: 1.68628 -0.58778 1.02590  -0.010
N: -2.00878 0.61952 0.21389  -0.222
O: -2.68273 -1.87265 0.95356  -0.451
O: -2.30305 -1.50451 -1.42765  -0.455
S: -1.75716 -1.46507 -0.08389  0.768
H: 1.15915 -2.55061 0.38887  0.085
H: 2.80335 -2.46595 1.17364  0.102
H: 3.42060 -0.53584 -0.29601  0.132
H: 0.52261 -0.65325 -1.31502  0.028
H: 1.89426 -1.22200 -2.27662  0.080
H: 1.77409 0.48472 -1.83972  0.073
H: -3.96132 0.32808 0.66538  0.092
H: -3.60538 1.99749 0.10315  0.092
H: -3.61132 0.59597 -1.02874  0.088
H: -0.11358 0.96099 0.76224  0.057
H: -1.26040 2.44038 0.81972  0.096
H: 2.27146 -0.20467 1.76223  0.098

The calculation puts the highest occupied orbital energy at -0.3426 Ha. For the lowest unoccupied orbital energy, the calculation gives 0.630 eV. The value obtained for the total energy is -23287.833 eV. As for the orbital gap: 9.95 eV.

***

What is the formula in the first record?
C7H10N3O3

***

What is the formula in the second record?
C5H11O2